This record from the OMol25 dataset describes a 5-piece molecular cluster, C31H65FN4O7 overall. The level of theory is ωB97M-V with the def2-TZVPD basis set.

Calculated values
**Max |F|**: 2.54 eV/Å
**DFT total energy**: -2065.55009 Eh
**Net charge**: 0
**Spin multiplicity**: 1
**Kohn-Sham gap**: 7.44 eV
**SMILES string**: COCCCCCC1=CC(=O)C(C[C@H](C)F)=CC1=O.COC[C@@H](C)N.COC[C@@H](C)N.COC[C@@H](C)N.COC[C@@H](C)N

Each atom is followed by the atoms it is bonded to, with distances in Å.
Element x y z (Å)
1 C 4.355 4.862 -0.313  O2 1.434, H20 1.124, H21 1.130, H22 1.133
2 O 3.569 4.904 -1.512  C1 1.434, C3 1.436
3 C 4.115 4.116 -2.580  O2 1.436, C4 1.574, H23 1.133, H24 1.129
4 C 3.359 2.741 -2.698  C3 1.574, C5 1.587, H25 1.128, H26 1.131
5 C 3.599 1.778 -1.460  C4 1.587, C6 1.582, H27 1.126, H28 1.126
6 C 2.302 1.808 -0.555  C5 1.582, C7 1.597, H29 1.122, H30 1.124
7 C 1.186 0.767 -1.023  C6 1.597, C8 1.578, H31 1.130, H32 1.122
8 C -0.235 1.393 -0.740  C7 1.578, C9 1.380, C18 1.567
9 C -0.527 1.902 0.509  C8 1.380, C10 1.549, H33 1.119
10 C -1.936 2.502 0.740  C9 1.549, O11 1.233, C12 1.569
11 O -2.119 3.165 1.763  C10 1.233
12 C -3.121 2.273 -0.263  C10 1.569, C13 1.559, C17 1.378
13 C -4.569 2.577 0.228  C12 1.559, C14 1.572, H34 1.125, H35 1.123
14 C -5.236 3.853 -0.404  C13 1.572, C15 1.575, F16 1.421, H36 1.131
15 C -5.214 3.917 -1.978  C14 1.575, H37 1.125, H38 1.118, H39 1.132
16 F -4.747 5.066 0.151  C14 1.421
17 C -2.789 1.783 -1.507  C12 1.378, C18 1.549, H40 1.118
18 C -1.315 1.477 -1.872  C8 1.567, C17 1.549, O19 1.228
19 O -0.972 1.261 -3.031  C18 1.228
20 H 5.305 4.268 -0.403  C1 1.124
21 H 4.656 5.898 0.021  C1 1.130
22 H 3.748 4.361 0.501  C1 1.133
23 H 3.918 4.677 -3.544  C3 1.133
24 H 5.236 3.995 -2.528  C3 1.129
25 H 2.260 2.972 -2.799  C4 1.128
26 H 3.670 2.246 -3.667  C4 1.131
27 H 3.885 0.743 -1.800  C5 1.126
28 H 4.447 2.170 -0.832  C5 1.126
29 H 1.845 2.827 -0.657  C6 1.122
30 H 2.510 1.633 0.536  C6 1.124
31 H 1.261 -0.176 -0.403  C7 1.130
32 H 1.316 0.489 -2.102  C7 1.122
33 H 0.256 1.872 1.308  C9 1.119
34 H -5.233 1.694 0.010  C13 1.125
35 H -4.523 2.740 1.338  C13 1.123
36 H -6.328 3.814 -0.112  C14 1.131
37 H -4.350 4.535 -2.348  C15 1.125
38 H -5.298 2.920 -2.476  C15 1.118
39 H -6.138 4.495 -2.280  C15 1.132
40 H -3.579 1.590 -2.273  C17 1.118
41 C -2.002 5.740 6.350  C42 1.526, H47 1.091, H48 1.092, H49 1.094
42 C -2.621 5.302 5.026  C41 1.526, C43 1.541, N46 1.466, H50 1.095
43 C -3.989 4.610 5.184  C42 1.541, O44 1.422, H51 1.094, H52 1.098
44 O -3.922 3.266 5.646  C43 1.422, C45 1.416
45 C -3.773 3.129 7.048  O44 1.416, H53 1.094, H54 1.092, H55 1.091
46 N -1.664 4.453 4.309  C42 1.466, H56 1.019, H57 1.019
47 H -1.569 4.907 6.906  C41 1.091
48 H -1.195 6.455 6.171  C41 1.092
49 H -2.743 6.228 6.990  C41 1.094
50 H -2.785 6.207 4.431  C42 1.095
51 H -4.453 4.554 4.195  C43 1.094
52 H -4.667 5.200 5.814  C43 1.098
53 H -4.301 3.916 7.595  C45 1.094
54 H -2.714 3.127 7.319  C45 1.092
55 H -4.190 2.164 7.339  C45 1.091
56 H -2.037 4.246 3.383  N46 1.019
57 H -1.655 3.546 4.774  N46 1.019
58 C -1.398 -4.044 -2.704  C59 1.525, H64 1.091, H65 1.093, H66 1.094
59 C 0.050 -4.225 -2.259  C58 1.525, C60 1.541, N63 1.468, H67 1.095
60 C 0.850 -2.909 -2.209  C59 1.541, O61 1.420, H68 1.095, H69 1.098
61 O 1.256 -2.418 -3.478  C60 1.420, C62 1.419
62 C 0.256 -1.699 -4.183  O61 1.419, H70 1.093, H71 1.093, H72 1.091
63 N 0.694 -5.218 -3.126  C59 1.468, H73 1.018, H74 1.019
64 H -1.491 -3.892 -3.780  C58 1.091
65 H -1.983 -4.934 -2.459  C58 1.093
66 H -1.861 -3.191 -2.199  C58 1.094
67 H 0.026 -4.627 -1.240  C59 1.095
68 H 1.778 -3.100 -1.660  C60 1.095
69 H 0.311 -2.133 -1.650  C60 1.098
70 H -0.391 -1.130 -3.510  C62 1.093
71 H -0.340 -2.381 -4.794  C62 1.093
72 H 0.753 -1.001 -4.857  C62 1.091
73 H 1.626 -5.414 -2.766  N63 1.018
74 H 0.872 -4.769 -4.024  N63 1.019
75 C -4.300 -10.288 -2.340  C76 1.526, H81 1.091, H82 1.092, H83 1.093
76 C -3.042 -9.610 -2.875  C75 1.526, C77 1.541, N80 1.467, H84 1.095
77 C -2.800 -8.206 -2.289  C76 1.541, O78 1.421, H85 1.095, H86 1.097
78 O -3.631 -7.189 -2.831  C77 1.421, C79 1.417
79 C -4.929 -7.122 -2.268  O78 1.417, H87 1.094, H88 1.092, H89 1.091
80 N -3.104 -9.582 -4.341  C76 1.467, H90 1.018, H91 1.019
81 H -5.213 -9.891 -2.788  C75 1.091
82 H -4.277 -11.357 -2.562  C75 1.092
83 H -4.377 -10.175 -1.255  C75 1.093
84 H -2.191 -10.233 -2.582  C76 1.095
85 H -1.776 -7.910 -2.538  C77 1.095
86 H -2.864 -8.212 -1.193  C77 1.097
87 H -4.929 -7.378 -1.204  C79 1.094
88 H -5.615 -7.774 -2.813  C79 1.092
89 H -5.292 -6.099 -2.378  C79 1.091
90 H -2.221 -9.225 -4.700  N80 1.018
91 H -3.780 -8.865 -4.603  N80 1.019
92 C 7.553 0.249 3.509  C93 1.525, H98 1.091, H99 1.092, H100 1.093
93 C 7.165 1.675 3.130  C92 1.525, C94 1.541, N97 1.468, H101 1.095
94 C 5.834 1.769 2.360  C93 1.541, O95 1.422, H102 1.095, H103 1.097
95 O 5.914 1.382 0.994  C94 1.422, C96 1.419
96 C 5.862 -0.019 0.776  O95 1.419, H104 1.094, H105 1.092, H106 1.091
97 N 8.270 2.285 2.381  C93 1.468, H107 1.018, H108 1.019
98 H 7.947 -0.317 2.664  C92 1.091
99 H 8.332 0.260 4.274  C92 1.092
100 H 6.696 -0.298 3.914  C92 1.093
101 H 7.038 2.233 4.063  C93 1.095
102 H 5.527 2.819 2.348  C94 1.095
103 H 5.035 1.217 2.871  C94 1.097
104 H 5.213 -0.526 1.497  C96 1.094
105 H 6.869 -0.441 0.810  C96 1.092
106 H 5.466 -0.191 -0.226  C96 1.091
107 H 8.054 3.266 2.219  N97 1.018
108 H 8.265 1.878 1.446  N97 1.019